# 1
The following is a DFT calculation (ωB97M-V/def2-TZVPD) of one molecule with the formula C20H30N4O2.

Geometry as XYZ:
```
56
Properties=species:S:1:pos:R:3:forces:R:3:mulliken_charge:R:1
C 1.004 5.251 1.582 0.113 -0.223 -0.037 -1.528
C 1.140 3.958 0.787 -0.218 0.238 -0.070 0.188
C 0.137 3.900 -0.362 0.240 -0.209 0.054 -1.017
C 0.228 2.596 -1.168 -0.011 0.322 0.049 -0.391
C -0.164 1.426 -0.340 -0.039 -0.051 -0.105 0.427
N -1.404 1.146 -0.060 -0.378 0.414 -0.290 -0.852
C -1.376 0.027 0.729 0.677 -0.295 0.126 0.403
C -2.412 -0.693 1.299 0.203 -0.134 0.091 -0.880
C -2.097 -1.812 2.066 0.433 0.345 -0.216 1.433
C -3.111 -2.626 2.708 -0.734 -0.201 0.115 -0.230
C -4.437 -2.515 2.556 0.471 0.181 -0.190 -0.245
C -5.434 -3.370 3.202 0.069 -0.439 0.447 0.186
O -6.576 -3.531 2.790 -0.070 0.117 -0.079 -0.717
N -5.026 -4.066 4.300 -0.327 -0.299 0.063 -0.062
O -6.026 -4.783 4.969 0.070 0.081 -0.170 -0.463
C -0.748 -2.180 2.247 -0.225 -0.036 0.023 -1.075
C 0.295 -1.478 1.685 0.275 0.088 -0.089 -1.321
C -0.028 -0.366 0.921 -0.725 -0.166 0.212 0.616
N 0.727 0.554 0.242 -0.228 0.108 0.032 0.807
C 2.151 0.473 0.074 0.483 -0.390 -0.299 -1.248
C 2.511 -0.503 -1.067 -0.091 0.415 0.250 -0.984
N 2.037 0.006 -2.332 0.025 -0.055 0.068 0.788
C 0.962 -0.720 -2.968 -0.079 -0.208 -0.029 -0.549
C 1.256 -2.156 -3.421 -0.021 0.297 0.051 -1.151
C 3.016 0.663 -3.163 0.105 -0.076 -0.060 -0.776
C 4.038 -0.230 -3.880 -0.211 0.177 0.121 -1.292
H 1.726 5.279 2.395 0.032 0.089 0.100 0.406
H 0.006 5.332 2.006 -0.100 0.059 0.065 0.358
H 1.175 6.113 0.941 0.005 0.128 -0.029 0.350
H 0.977 3.108 1.455 0.072 -0.080 0.004 0.146
H 2.157 3.886 0.390 0.042 -0.098 -0.004 0.189
H -0.874 3.987 0.037 -0.055 0.065 -0.029 0.388
H 0.311 4.742 -1.035 -0.052 0.049 -0.011 0.467
H -0.473 2.655 -2.001 0.074 -0.107 -0.036 0.393
H 1.231 2.460 -1.571 -0.005 0.006 -0.075 -0.069
H -3.429 -0.375 1.147 -0.163 0.067 -0.023 0.359
H -2.721 -3.409 3.349 -0.009 -0.114 0.050 0.382
H -4.869 -1.799 1.874 -0.039 0.081 -0.052 0.336
H -4.294 -3.775 4.925 -0.185 0.128 -0.043 0.243
H -6.796 -4.672 4.366 0.324 0.117 0.083 0.369
H -0.528 -3.052 2.846 0.006 -0.079 0.063 0.337
H 1.318 -1.786 1.839 0.083 -0.054 0.029 0.394
H 2.543 1.466 -0.150 0.004 -0.059 0.078 0.153
H 2.592 0.126 1.013 -0.013 0.132 0.005 0.495
H 3.598 -0.643 -1.069 -0.016 -0.101 0.002 0.439
H 2.048 -1.468 -0.846 0.089 -0.030 0.006 0.473
H 0.642 -0.131 -3.832 -0.099 0.017 0.037 0.394
H 0.123 -0.747 -2.263 -0.061 0.020 -0.106 0.193
H 1.613 -2.763 -2.591 0.025 -0.104 0.068 0.273
H 2.002 -2.183 -4.209 0.069 -0.052 -0.076 0.223
H 0.341 -2.605 -3.798 -0.084 -0.118 -0.043 0.436
H 3.560 1.365 -2.522 -0.024 0.091 -0.081 0.392
H 2.474 1.251 -3.910 0.064 0.099 0.058 0.433
H 4.484 -0.941 -3.188 0.085 -0.098 0.041 0.287
H 4.830 0.386 -4.297 0.125 0.023 -0.075 0.430
H 3.574 -0.781 -4.693 -0.001 -0.080 -0.074 0.264
```
Positions in Å, forces in eV/Å.

The calculation puts the HOMO energy at -0.3014 hartree. The value obtained for the relative energy (zero: lowest compared OMol25 entry of this formula, charge and spin) is 364.60 kJ/mol. For the max |F|, the calculation gives 0.77 eV Å⁻¹. As for the SMILES: CCCCc1nc2cc(/C=C/C(=O)NO)ccc2n1CCN(CC)CC. The value obtained for the electronic energy is -31281.448 eV. As for the orbital gap: 8.392 eV.



# 2
The following is a DFT calculation (ωB97M-V/def2-TZVPD) of C31H40BrIIrN3O3PS as an isolated structure.

Geometry as XYZ:
```
82
Properties=species:S:1:pos:R:3:forces:R:3:mulliken_charge:R:1
Ir 0.416 -1.080 0.567 -0.091 -0.152 -0.032 2.532
Br 2.328 -0.839 7.904 -0.001 0.000 0.002 -0.148
C 3.019 -0.815 6.154 0.000 0.000 0.000 -0.073
C 4.391 -0.691 5.952 0.007 0.003 -0.003 -0.162
N 4.945 -0.668 4.745 -0.011 -0.001 0.003 -0.582
C 4.145 -0.766 3.691 0.012 0.003 -0.003 -0.512
C 2.765 -0.889 3.801 -0.005 0.010 0.005 0.150
C 2.182 -0.916 5.063 -0.005 -0.004 -0.004 -0.399
C 1.932 -0.983 2.593 0.043 -0.066 0.045 0.475
O 2.426 -0.846 1.430 0.057 0.032 0.010 -0.945
O 0.684 -1.216 2.672 -0.022 0.130 0.054 -0.967
H 5.059 -0.607 6.800 0.000 -0.001 0.000 0.393
H 4.615 -0.756 2.714 -0.003 -0.001 -0.002 0.632
H 1.111 -1.009 5.177 0.006 -0.002 0.000 0.558
C -2.398 -1.946 2.958 -0.015 -0.008 -0.006 -1.437
C -2.885 -1.317 1.648 -0.006 0.001 -0.004 2.139
C -4.320 -1.772 1.359 -0.001 0.012 0.005 -1.781
C -2.886 0.208 1.827 0.005 -0.011 0.006 -1.740
P -1.755 -1.682 0.203 0.018 0.033 0.049 -0.059
C -2.661 -1.068 -1.235 0.015 -0.002 -0.013 1.038
C -2.375 0.194 -1.750 -0.001 -0.008 0.009 -0.562
C -3.102 0.695 -2.819 -0.005 0.000 0.004 -0.642
C -4.116 -0.063 -3.385 -0.005 0.003 -0.002 -0.721
C -4.412 -1.319 -2.875 -0.001 -0.007 0.000 -0.847
C -3.692 -1.818 -1.802 0.007 0.004 -0.006 -0.620
C -1.381 -3.511 0.002 -0.021 -0.013 -0.007 1.874
C -1.172 -3.877 -1.474 0.000 0.013 0.002 -1.487
C -2.361 -4.525 0.593 0.008 0.003 0.000 -1.690
C -0.029 -3.608 0.735 -0.047 -0.014 0.031 -2.108
H -3.039 -1.574 3.761 0.001 -0.001 0.000 0.576
H -1.377 -1.668 3.198 0.023 0.010 -0.005 0.056
H -2.481 -3.031 2.968 0.003 0.021 0.008 0.235
H -4.921 -1.568 2.248 0.000 0.000 0.001 0.556
H -4.394 -2.839 1.155 0.001 -0.019 -0.005 0.267
H -4.763 -1.224 0.529 0.002 -0.003 0.003 0.411
H -3.668 0.467 2.544 0.000 0.000 0.000 0.564
H -3.096 0.741 0.899 -0.004 0.002 -0.004 0.313
H -1.940 0.562 2.238 0.003 -0.002 -0.001 0.294
H -1.575 0.779 -1.317 0.009 0.002 0.000 0.329
H -2.869 1.675 -3.216 0.000 -0.001 0.000 0.535
H -4.677 0.324 -4.225 0.000 0.001 0.001 0.395
H -5.206 -1.911 -3.311 0.001 0.000 0.000 0.457
H -3.946 -2.792 -1.405 -0.001 -0.007 0.004 0.422
H -2.118 -3.937 -2.006 -0.005 0.000 -0.006 0.403
H -0.707 -4.865 -1.512 0.001 -0.001 -0.002 0.511
H -0.528 -3.179 -2.003 -0.012 -0.011 0.009 0.105
H -3.315 -4.510 0.066 -0.007 0.005 -0.003 0.309
H -2.549 -4.389 1.654 0.001 -0.007 -0.018 0.296
H -1.938 -5.523 0.457 0.000 -0.002 0.000 0.482
H 0.777 -2.945 0.271 0.058 -0.056 -0.049 0.311
H 0.443 -4.577 0.547 0.007 0.007 -0.013 0.632
H -0.100 -3.470 1.813 0.005 0.011 -0.006 0.363
C 5.121 -0.047 -0.828 0.011 0.012 0.007 -1.137
C 4.692 1.257 -1.489 0.003 -0.015 -0.009 -0.094
C 3.937 2.185 -0.547 -0.003 -0.022 -0.019 -1.045
N 2.694 1.575 -0.051 -0.015 0.004 -0.056 0.290
C 1.457 1.924 -0.196 -0.017 -0.002 0.053 0.047
S 0.167 1.201 0.778 -0.018 -0.009 -0.077 -0.553
N 1.020 2.950 -0.981 -0.018 0.019 0.000 -0.051
C 1.429 3.255 -2.309 0.146 0.146 0.060 0.242
O 2.346 2.686 -2.836 -0.070 -0.037 -0.017 -0.510
C 0.603 4.306 -2.957 -0.030 -0.047 -0.015 0.377
C -0.130 5.243 -2.232 -0.009 -0.002 0.001 -0.262
C -0.874 6.203 -2.901 0.008 0.000 0.002 -0.778
C -0.888 6.224 -4.289 -0.002 -0.002 -0.003 -0.382
C -0.152 5.294 -5.013 0.005 0.002 -0.001 -0.647
C 0.600 4.340 -4.350 -0.003 -0.001 -0.003 -0.467
H 5.721 -0.643 -1.515 -0.001 0.003 0.000 0.405
H 4.264 -0.659 -0.542 -0.018 -0.008 0.006 0.162
H 5.726 0.137 0.063 0.000 -0.002 0.001 0.323
H 4.070 1.064 -2.361 0.014 -0.001 0.018 0.203
H 5.570 1.806 -1.836 0.004 0.001 0.001 0.343
H 3.705 3.134 -1.015 -0.017 0.019 -0.013 0.386
H 4.535 2.381 0.347 -0.006 -0.001 -0.002 0.499
H 2.820 0.752 0.538 0.021 -0.024 0.048 0.109
H 0.050 3.171 -0.805 -0.008 -0.001 0.000 0.460
H -0.100 5.260 -1.149 0.004 0.003 -0.011 0.514
H -1.432 6.939 -2.341 0.001 0.000 0.001 0.415
H -1.470 6.973 -4.809 0.000 -0.001 -0.001 0.413
H -0.161 5.318 -6.094 -0.001 0.001 0.000 0.421
H 1.187 3.612 -4.893 -0.001 -0.001 0.000 0.462
I 1.005 -0.899 -1.991 -0.006 0.058 -0.028 -0.279
```
Positions in Å, forces in eV/Å.

The calculation puts the HOMO energy at -0.4064 hartree. The value obtained for the relative energy (zero: lowest compared OMol25 entry of this formula, charge and spin) is 0.00 kJ/mol. The total charge is +1. For the max |F|, the calculation gives 0.22 eV Å⁻¹. The value obtained for the electronic energy is -144513.710 eV. As for the orbital gap: 7.644 eV.



# 3
The following is a DFT calculation (ωB97M-V/def2-TZVPD) of a 6-piece molecular cluster, C31H64Br2ClNO13 overall.

Geometry as XYZ:
```
112
Properties=species:S:1:pos:R:3:forces:R:3:mulliken_charge:R:1
C -1.853 -2.815 -1.836 0.159 1.734 2.075 -1.035
C -1.953 -1.714 -0.965 -0.502 -1.729 -1.143 -0.612
C -2.899 -0.428 -1.244 2.640 -1.613 -1.400 0.973
C -2.024 0.511 -2.246 -0.418 -0.939 -0.603 -0.691
C -0.499 0.689 -1.779 0.423 0.737 -0.485 -0.610
C 0.570 -0.117 -2.658 1.639 0.253 0.290 -0.330
C 1.979 0.668 -2.486 -1.209 0.558 -0.164 -0.643
O 3.048 0.077 -3.287 1.771 1.232 1.200 -0.334
C 4.227 0.879 -3.083 1.129 3.697 -0.614 0.575
C 5.561 0.297 -2.401 -0.663 -0.571 0.131 -0.381
O 4.262 2.101 -3.397 -0.845 -4.614 0.954 -0.564
O -3.120 0.173 0.061 0.084 -1.525 -0.461 -0.233
N -2.985 1.520 0.041 0.697 1.750 0.922 0.234
O -2.643 1.938 1.100 -0.729 -0.629 -1.047 -0.404
O -4.080 -0.953 -1.880 0.045 2.040 1.388 -0.040
C -5.263 -0.175 -1.597 -2.170 -1.246 -0.971 0.519
C -6.037 -0.928 -0.397 -0.064 0.141 0.624 -0.727
C -7.545 -0.452 -0.191 -0.564 3.262 0.757 0.323
O -7.914 0.666 0.193 1.707 -4.275 -1.405 -0.484
Br -8.966 -1.800 -0.649 0.963 0.650 0.445 -0.193
C -6.154 -0.241 -2.955 1.388 0.766 -1.146 -0.722
O -7.138 0.805 -3.040 1.474 -0.643 0.171 -0.288
C -6.559 2.081 -3.399 -1.048 2.060 0.058 -0.208
C -7.201 3.168 -2.380 -0.315 -1.079 0.122 -0.989
O -6.777 -1.523 -3.155 -0.248 1.100 -1.349 -0.202
C -7.384 -1.589 -4.444 -0.622 0.219 0.340 0.000
Cl -9.223 -1.756 -4.248 1.560 0.196 -0.242 -0.151
Br -6.760 -3.166 -5.519 -0.130 0.916 0.847 -0.144
H -1.162 -3.667 -1.509 -1.141 1.312 -0.727 0.278
H -2.411 -2.932 -2.818 0.749 0.359 1.484 0.233
H -1.372 -1.719 0.028 -0.988 0.124 -1.738 0.333
H -2.556 1.488 -2.509 0.835 -1.242 0.642 0.313
H -1.989 -0.090 -3.232 -0.232 0.809 1.611 0.330
H -0.298 0.438 -0.687 -0.566 0.326 -1.336 0.382
H -0.242 1.808 -1.906 -0.392 -1.679 0.281 0.458
H 0.334 -0.163 -3.772 0.109 0.224 1.482 0.300
H 0.770 -1.182 -2.306 -0.686 1.331 -0.376 0.201
H 1.818 1.734 -2.856 0.299 -1.281 0.633 0.296
H 2.342 0.683 -1.403 -0.766 -0.011 -1.258 0.284
H 6.194 1.122 -1.913 -1.347 -0.965 -1.009 0.328
H 6.233 -0.212 -3.176 -1.200 0.508 1.148 0.127
H 5.270 -0.428 -1.568 0.523 0.713 -1.360 0.069
H -5.083 0.932 -1.409 -0.096 -1.481 -0.047 0.277
H -5.477 -0.687 0.571 -0.889 -0.220 -1.223 0.397
H -6.001 -2.063 -0.522 -0.078 1.746 -0.197 0.425
H -5.432 -0.083 -3.845 -0.725 -0.258 1.374 0.547
H -5.420 2.103 -3.418 -1.410 -0.245 0.231 0.235
H -6.924 2.400 -4.447 0.590 -0.816 1.400 0.328
H -6.740 3.085 -1.326 -0.563 0.301 -1.724 0.219
H -7.179 4.226 -2.796 0.226 -1.398 0.613 0.379
H -8.305 2.854 -2.251 1.716 0.565 -0.281 0.244
H -7.213 -0.680 -5.103 -0.136 -1.197 1.093 0.329
C -2.874 -7.641 -2.174 -0.071 0.006 0.305 -1.436
C -2.657 -6.340 -2.931 0.126 -0.618 -0.354 0.677
C -3.148 -6.446 -4.366 -0.127 0.243 -0.137 -1.315
O -1.267 -6.015 -2.927 0.097 0.299 0.152 -0.522
H -2.319 -8.461 -2.641 -0.089 0.058 -0.109 0.349
H -2.506 -7.554 -1.148 -0.084 0.048 -0.073 0.354
H -3.933 -7.909 -2.145 0.076 -0.024 -0.004 0.367
H -3.182 -5.527 -2.422 0.222 0.035 -0.003 0.191
H -2.602 -7.226 -4.909 -0.057 -0.065 0.121 0.344
H -2.975 -5.509 -4.901 -0.068 -0.038 0.087 0.320
H -4.215 -6.678 -4.402 0.069 0.000 -0.032 0.364
H -0.793 -6.728 -3.375 -0.111 0.113 0.072 0.331
C -1.795 4.973 4.753 -0.039 0.281 0.153 -0.874
C -1.955 3.559 5.288 0.259 0.092 -0.676 0.317
C -0.698 2.735 5.059 0.130 -0.206 0.213 -1.178
O -3.059 2.929 4.641 -0.229 -0.122 0.129 -0.530
H -1.612 4.964 3.673 0.076 -0.109 0.043 0.275
H -2.710 5.550 4.913 0.051 -0.076 0.051 0.311
H -0.965 5.488 5.243 -0.041 -0.037 -0.061 0.134
H -2.182 3.594 6.357 -0.153 -0.094 -0.125 0.315
H -0.477 2.649 3.990 -0.020 0.146 0.022 0.277
H -0.831 1.718 5.438 -0.009 0.107 0.035 0.314
H 0.165 3.185 5.558 -0.032 -0.022 -0.056 0.354
H -2.868 2.893 3.693 -0.010 0.009 0.209 0.319
C 9.291 -2.237 -3.015 0.004 0.135 -0.249 -1.247
C 9.174 -1.541 -1.668 -0.088 -0.681 0.015 0.333
C 10.056 -2.206 -0.623 0.149 0.156 0.233 -1.226
O 7.816 -1.574 -1.234 -0.039 0.221 -0.025 -0.324
H 8.969 -3.281 -2.944 0.100 0.027 0.105 0.316
H 8.644 -1.756 -3.754 0.098 0.024 0.063 0.288
H 10.320 -2.213 -3.384 -0.067 -0.035 -0.007 0.404
H 9.456 -0.489 -1.772 -0.189 -0.027 0.068 0.251
H 9.761 -3.249 -0.470 0.027 0.007 -0.176 0.233
H 9.953 -1.703 0.342 0.037 0.041 -0.108 0.303
H 11.108 -2.181 -0.921 -0.051 -0.046 0.047 0.418
H 7.556 -2.503 -1.138 -0.005 0.099 0.131 0.269
C 0.989 8.158 8.772 0.090 -0.149 0.261 -1.232
C 1.238 7.543 7.404 -0.396 0.595 0.032 0.339
C 1.524 8.612 6.361 0.197 -0.053 -0.233 -1.272
O 0.095 6.788 7.008 0.066 -0.293 -0.035 -0.476
H 0.119 8.822 8.749 0.097 0.051 -0.106 0.333
H 0.773 7.379 9.509 0.087 0.038 -0.076 0.317
H 1.856 8.730 9.112 -0.079 -0.004 -0.001 0.370
H 2.082 6.850 7.461 -0.203 -0.106 -0.064 0.241
H 0.673 9.292 6.255 0.041 0.002 0.146 0.338
H 1.690 8.157 5.381 0.046 0.002 0.109 0.317
H 2.407 9.198 6.628 -0.071 0.001 -0.034 0.385
H -0.658 7.392 6.955 0.142 -0.079 0.024 0.322
C 6.152 -2.121 1.767 -0.161 0.269 -0.200 -1.007
C 5.802 -3.558 1.412 0.403 0.183 0.606 0.354
C 5.697 -4.425 2.656 -0.185 -0.269 -0.017 -1.358
O 6.805 -4.090 0.547 0.032 -0.088 -0.456 -0.552
H 7.120 -2.069 2.275 -0.076 -0.085 0.066 0.296
H 6.236 -1.513 0.862 -0.022 -0.055 0.079 0.155
H 5.393 -1.679 2.417 0.069 -0.030 0.002 0.410
H 4.855 -3.581 0.866 0.189 -0.098 -0.138 0.288
H 6.649 -4.453 3.195 -0.040 0.151 -0.010 0.348
H 5.456 -5.457 2.386 -0.048 0.107 -0.001 0.331
H 4.924 -4.053 3.333 0.074 -0.028 -0.015 0.380
H 7.647 -4.073 1.021 -0.175 0.014 -0.009 0.347
```
Positions in Å, forces in eV/Å.

The calculation puts the HOMO energy at -0.3630 hartree. For the max |F|, the calculation gives 4.81 eV Å⁻¹. As for the SMILES: C=C[C@](CCCCOC(C)=O)(ON=O)O[C@H](CC(=O)Br)[C@H](OCC)O[C@H](Cl)Br.CC(C)O.CC(C)O.CC(C)O.CC(C)O.CC(C)O. The value obtained for the electronic energy is -213891.796 eV. As for the orbital gap: 9.478 eV.